{"formula": "C9H10NO2S2", "method": "ωB97M-V/def2-TZVPD", "symbols": ["C", "C", "C", "C", "C", "C", "C", "C", "C", "N", "O", "O", "S", "S", "H", "H", "H", "H", "H", "H", "H", "H", "H", "H"], "xyz": [[2.892, -0.360, 1.484], [2.822, 0.880, 0.773], [2.038, -1.316, 1.127], [1.766, 1.097, -0.117], [1.022, -1.086, 0.159], [-1.695, 1.607, 0.120], [-2.372, -0.827, -0.834], [-0.120, 0.252, -1.279], [-0.948, -0.966, -1.430], [0.939, 0.136, -0.420], [-1.223, -0.482, 1.514], [-3.585, 0.370, 1.283], [-0.137, -2.198, -0.325], [-2.250, 0.145, 0.732], [3.725, -0.509, 2.308], [3.549, 1.618, 0.916], [2.085, -2.262, 1.669], [1.576, 2.049, -0.614], [-0.685, 2.044, 0.336], [-2.402, 2.087, -0.676], [-2.994, -0.239, -1.457], [-2.721, -1.860, -0.897], [-0.218, 1.130, -1.947], [-1.064, -1.307, -2.426]], "gap_ha": [0.2600, 0.2704], "fmax_ev_per_a": 4.4, "lumo_ev": [-5.26, -5.52], "e_homo_ev": [-12.3, -12.9], "total_charge": 1, "e_above_lowest_kj_mol": 462.4}